The following is a quantum chemistry calculation of one molecule with the formula C6H7Cl at a distorted geometry, from OMol25.

The geometry in XYZ format:
```
14
Properties=species:S:1:pos:R:3:mulliken_charge:R:1
H -1.121 -1.785 -0.678 0.271
C -0.429 -1.389 0.049 -0.890
H -0.589 1.573 -1.578 0.279
H -1.920 0.141 0.866 0.335
C -0.006 0.653 -1.632 -1.331
H 0.195 0.364 2.867 0.455
H -0.480 -0.020 -2.343 0.364
C 1.067 0.537 0.826 -0.086
Cl 2.690 1.023 0.759 -0.207
H 0.202 -2.122 0.526 0.257
H 0.986 0.902 -2.005 0.339
C -0.894 -0.179 0.828 -0.239
C 0.118 0.011 -0.281 0.959
C 0.181 0.293 1.796 -0.505
```

Relative energy (zero: lowest compared OMol25 entry of this formula, charge and spin) in kcal per mole: 42.2
HOMO energy in eV: -8.5
Structure (SMILES): C[C@]12C[C@H]1C=C2Cl
Kohn-Sham gap in eV: 9.5262
Largest force on an atom in eV/Å: 1.81